Entry from OMol25: a cluster of 2 separate species, C9H14O in total in a non-equilibrium geometry (ωB97M-V/def2-TZVPD).

Calculated values
**Relative energy (zero: lowest compared OMol25 entry of this formula, charge and spin)**: 54.7 kJ/mol
**Largest force on an atom**: 1.75 eV/Å
**Orbital gap**: 9.24 eV
**Calculated total energy**: -426.551938 a.u.
**Net charge**: 0
**HOMO**: -8.4 eV

Each line ends with the Mulliken charge.
CARTESIAN COORDINATES (ANGSTROEM)
C: 1.925 -1.215 -2.497  -1.471
C: 1.459 1.639 0.019  -0.821
C: 2.006 0.615 -0.756  -0.441
C: 0.126 1.913 -0.251  1.010
C: 1.285 -0.103 -1.713  0.565
C: -0.671 1.184 -1.150  -0.678
C: -0.038 0.278 -1.978  -0.447
O: -0.559 3.015 0.241  -0.545
H: 2.045 2.309 0.627  0.345
H: 3.013 0.296 -0.507  0.308
H: -0.159 3.257 1.096  0.305
H: -1.688 1.502 -1.320  0.435
H: 2.849 -1.606 -2.063  0.362
H: 2.263 -0.816 -3.458  0.316
H: -0.530 -0.204 -2.815  0.384
H: 1.253 -2.059 -2.615  0.370
C: -1.077 -1.084 2.514  -0.648
C: -2.574 -1.370 2.250  -0.865
H: -0.723 -2.088 2.790  0.288
H: -0.431 -0.795 1.691  0.142
H: -0.938 -0.416 3.362  0.244
H: -2.698 -1.726 1.227  0.263
H: -2.979 -2.076 2.964  0.325
H: -3.161 -0.451 2.342  0.254